Molecular formula: C42H31Co2O7P
Method: DFT, the ωB97M-V functional and the def2-TZVPD basis

```
83
Properties=species:S:1:pos:R:3:forces:R:3:mulliken_charge:R:1
C -2.38883 -2.01101 0.38817 -0.1 -1.0 0.2 -0.702
C -2.94591 -0.67499 0.77148 0.0 0.3 0.0 0.315
C -2.81565 0.50971 -0.28373 -2.3 -2.7 1.1 1.567
C -4.25078 0.97081 -0.66623 0.9 0.5 -0.5 0.038
C -5.30564 -0.09566 -0.65962 -0.6 0.0 -0.4 0.138
C -5.05119 -1.37445 -1.17708 -0.1 0.2 0.3 0.041
C -5.97445 -2.39864 -0.96811 -0.1 0.2 -0.1 -0.734
C -7.18333 -2.12548 -0.31768 0.2 0.1 0.0 -0.416
C -7.48447 -0.81587 0.07571 0.0 0.0 -0.3 -0.489
C -6.56958 0.21498 -0.14214 0.3 -0.4 0.2 -0.677
O -4.49576 2.10360 -1.03281 -0.5 -0.8 0.3 -0.616
O -3.44241 -0.49018 1.86957 0.1 -0.1 -1.0 -0.617
H -3.00268 -2.78415 0.87732 0.2 0.2 0.0 0.586
H -2.42896 -2.17644 -0.69788 0.3 0.1 0.4 0.168
H -1.34528 -2.11761 0.74780 -0.6 0.2 -0.3 -0.636
H -2.34403 0.14415 -1.20920 -0.2 -0.2 0.0 0.801
H -4.13327 -1.54646 -1.74484 -0.3 -0.1 0.4 0.592
H -5.73124 -3.40882 -1.30068 -0.2 0.3 0.0 0.373
H -7.88757 -2.93667 -0.12259 0.2 0.3 0.0 0.347
H -8.43459 -0.59290 0.55897 0.1 -0.1 -0.1 0.346
H -6.78487 1.25333 0.12030 0.1 -0.4 0.1 0.402
O -2.12536 2.71347 -0.03327 0.6 0.0 -1.5 -0.451
C -2.06860 1.47920 0.46590 1.0 -0.3 2.0 -1.768
Co 0.31021 0.31816 -0.40647 -1.1 -0.3 1.0 -0.400
C -0.78694 1.16901 1.09136 -1.5 0.2 1.7 1.080
O -0.40393 1.68202 2.13099 0.4 -0.5 -0.9 -0.661
C -0.22131 -0.96657 -1.35375 -0.9 -1.1 0.3 -0.465
O -0.45371 -1.71726 -2.21557 -0.1 0.2 -0.3 -0.566
C 0.89425 1.62888 -1.61785 -2.3 0.7 -2.4 0.057
C -0.44029 1.65873 -1.38273 3.8 -0.4 -0.4 0.337
C -1.62100 2.47124 -1.39437 0.2 4.5 -0.9 0.917
C -1.17188 3.90302 -1.74210 -0.3 -0.2 -0.8 -0.501
C -1.43459 4.53097 -2.96056 0.2 0.1 0.4 -0.284
C -1.06013 5.87208 -3.13250 0.0 -0.1 0.1 -0.662
C -0.45696 6.58217 -2.08705 -0.1 -0.2 0.0 -0.354
C -0.12484 5.91738 -0.90466 -0.2 -0.5 -0.1 -0.916
C -0.44461 4.56707 -0.76049 0.4 0.5 0.4 -0.115
Co 2.26011 1.43321 -0.24136 1.5 0.0 0.7 -0.251
C 2.14843 2.52195 1.07136 -0.2 0.8 0.4 0.117
O 2.21637 3.31318 1.92134 0.1 0.0 0.1 -0.558
C 3.78729 1.66926 -0.98910 0.0 0.0 0.1 -0.052
O 4.87707 1.83488 -1.36418 0.3 0.1 -0.2 -0.546
P 2.39340 -0.59316 0.51737 0.3 0.4 -0.4 1.523
C 1.49078 -1.50513 1.84235 0.9 -0.5 0.6 1.063
C 1.61095 -2.88685 2.04431 -0.5 0.0 0.1 -0.602
C 0.75044 -3.53487 2.93573 0.1 0.1 0.1 -0.816
C -0.18720 -2.79415 3.66050 -0.1 -0.1 -0.2 -0.625
C -0.17968 -1.40121 3.58347 0.4 -0.2 0.2 -0.410
C 0.76645 -0.76848 2.77969 -0.2 -0.1 0.1 -0.014
C 2.69127 -1.85435 -0.80205 -0.1 -0.3 0.2 0.800
C 1.85114 -2.95802 -0.98372 0.5 -0.4 -0.1 -0.668
C 2.04533 -3.82285 -2.06140 0.2 0.2 0.0 -0.624
C 3.05956 -3.56981 -2.98762 -0.1 0.0 0.1 -0.671
C 3.89118 -2.45783 -2.82602 -0.1 0.1 0.3 -0.786
C 3.71552 -1.60861 -1.72917 -0.1 -0.3 -0.3 -0.685
C 4.03816 -0.64391 1.39159 0.1 -0.4 0.2 0.913
C 4.98874 -1.64677 1.14869 0.2 0.3 0.3 -0.510
C 6.18472 -1.67454 1.87306 -0.2 0.2 0.1 -0.710
C 6.41980 -0.72790 2.87366 0.0 -0.1 -0.1 -0.553
C 5.45394 0.24284 3.15531 -0.3 -0.2 -0.2 -0.802
C 4.26242 0.27858 2.42325 0.4 0.0 0.1 -0.444
H 1.36027 1.77015 -2.60079 0.1 0.3 0.4 0.466
H -2.42902 2.14505 -2.04518 -0.1 -0.1 0.0 0.453
H -1.90251 3.94360 -3.75503 0.0 0.4 0.1 0.402
H -1.24380 6.36454 -4.08460 0.0 0.0 0.1 0.362
H -0.23660 7.64507 -2.17733 0.0 -0.2 -0.2 0.358
H 0.38147 6.41916 -0.08124 0.0 0.0 -0.3 0.393
H -0.11469 4.01130 0.12627 -0.3 0.4 -0.3 0.229
H 2.36846 -3.45786 1.50560 -0.3 0.1 0.0 0.575
H 0.81445 -4.61785 3.05756 0.0 0.2 0.0 0.369
H -0.90477 -3.29850 4.30904 0.1 0.1 -0.2 0.322
H -0.89698 -0.80163 4.14369 0.3 -0.1 0.0 0.352
H 0.94326 0.29805 2.88842 -0.5 -0.2 -0.5 0.366
H 1.07438 -3.19096 -0.25498 0.1 0.2 -0.4 0.265
H 1.38933 -4.68771 -2.17129 0.2 0.2 -0.1 0.372
H 3.19398 -4.23678 -3.84033 0.0 0.1 0.2 0.317
H 4.68240 -2.24536 -3.54644 -0.2 -0.1 0.2 0.376
H 4.38721 -0.75633 -1.59059 -0.3 -0.2 -0.1 0.347
H 4.80760 -2.41564 0.39769 0.0 0.3 0.2 0.250
H 6.92373 -2.44604 1.65189 -0.1 0.2 0.1 0.377
H 7.35188 -0.75181 3.43964 -0.2 0.0 -0.1 0.325
H 5.61750 0.97460 3.94767 0.0 -0.2 -0.2 0.394
H 3.50640 1.03268 2.65959 0.3 -0.2 -0.2 0.165
```
Forces are in eV/Å.

Calculated values
frontier orbital gap = 4.3 eV
net charge = -2

---

Molecular formula: C4H5FO
Method: DFT, the ωB97M-V functional and the def2-TZVPD basis

```
11
Properties=species:S:1:pos:R:3:forces:R:3:mulliken_charge:R:1
O 1.47110 -1.57280 1.97564 -1.1 0.5 -0.4 -0.446
C 0.54109 -0.80146 1.82998 2.3 -0.2 -0.7 -0.013
C 0.38065 0.22752 0.72321 -0.6 -1.4 0.8 -0.066
C 0.02612 -0.24989 -0.49133 0.6 0.2 0.7 -0.259
C -0.51228 0.51017 -1.62921 0.7 3.3 2.6 -0.417
F -1.05950 1.72752 -1.10451 -0.5 -0.5 -0.1 -0.306
H -0.19893 -0.70160 2.60241 -0.9 0.0 0.7 0.357
H 0.37719 1.19453 1.30126 -0.4 -0.4 -1.9 0.294
H 0.06384 -1.32515 -0.71494 0.2 0.3 0.6 0.296
H -1.22124 0.03451 -2.17709 -2.4 -1.7 -1.2 0.319
H 0.13196 0.95664 -2.31541 2.0 -0.1 -1.2 0.240
```
Forces are in eV/Å.

Calculated values
frontier orbital gap = 10.7 eV
energy relative to the best compared isomer or geometry (same formula, charge and spin) = 27.96 kcal/mol
SMILES string = O=C/C=C/CF

---

Molecular formula: C8H17NO
Method: DFT, the ωB97M-V functional and the def2-TZVPD basis

```
27
Properties=species:S:1:pos:R:3:forces:R:3:mulliken_charge:R:1
C 1.65887 -0.01323 1.09256 -1.0 1.1 0.6 0.688
C 2.41518 -0.30716 -0.16727 -0.5 -0.1 0.4 -0.747
C 1.37045 -0.27381 -1.27383 -2.7 -0.6 -0.5 -0.771
C 1.03047 1.21087 1.30863 2.8 -0.7 0.9 -1.300
N 1.33952 -1.09440 1.86802 0.2 -0.2 0.0 -0.506
H 0.54357 -0.99210 2.47610 0.0 0.1 0.1 0.245
H 1.33449 -1.98686 1.39813 0.1 0.0 0.0 0.277
H 3.19628 0.44337 -0.32933 -0.1 -0.2 -0.1 0.328
H 2.87409 -1.30053 -0.09679 0.0 0.3 0.0 0.321
H 1.59403 -1.02838 -2.02662 0.1 0.2 -0.1 0.445
H 1.30116 0.71306 -1.72559 0.1 0.0 -0.1 0.308
H -0.22351 0.92735 0.48701 -2.6 -1.2 -2.1 -0.214
H 1.49618 2.07326 0.85143 -0.1 0.1 -0.4 0.329
H 0.71491 1.42746 2.32326 -0.6 -0.2 0.0 0.352
C -2.17862 -0.14291 0.71156 -0.1 -0.2 -0.3 -1.879
C -1.74433 1.41105 -1.22712 0.0 -0.2 0.0 -1.583
C -1.16902 0.34198 -0.31522 1.4 2.2 2.6 1.789
C -0.37734 -0.67655 -1.02420 3.7 -0.1 -0.8 -0.646
O -0.29931 -1.96713 -0.43974 -0.4 -0.1 0.0 -0.562
H -1.19843 -2.30627 -0.36083 0.0 -0.1 0.0 0.366
H -0.64145 -0.74584 -2.08468 -0.2 -0.2 0.0 0.427
H -1.76324 -0.92146 1.35216 0.0 0.0 0.0 0.443
H -2.48930 0.67486 1.36622 0.0 0.0 -0.1 0.346
H -2.61893 1.04595 -1.77603 -0.1 -0.1 -0.1 0.385
H -2.06623 2.28394 -0.65467 0.0 0.0 0.0 0.370
H -1.01597 1.74094 -1.96893 0.1 0.1 0.0 0.348
H -3.08352 -0.53744 0.23577 -0.2 -0.1 0.0 0.442
```
Forces are in eV/Å.

Calculated values
frontier orbital gap = 7.5 eV
energy relative to the best compared isomer or geometry (same formula, charge and spin) = 90.12 kcal/mol

---

Molecular formula: C2H3BrSi
Method: DFT, the ωB97M-V functional and the def2-TZVPD basis

```
7
Properties=species:S:1:pos:R:3:forces:R:3:mulliken_charge:R:1
Br -2.73660 -0.21381 0.04457 -0.2 -0.2 0.0 -0.051
C -0.90884 -0.20847 -0.11162 4.9 5.5 1.2 -0.082
C 0.07570 1.06725 0.00972 -4.8 -4.0 -1.3 -0.367
Si 0.90366 -0.59289 -0.01267 -1.7 0.4 -1.0 0.273
H -0.29452 2.16326 0.00861 0.9 -2.0 -0.1 0.363
H 1.19119 -1.71089 -1.09036 0.4 1.3 1.0 -0.060
H 1.76940 -0.50444 1.15175 0.5 -0.9 0.3 -0.076
```
Forces are in eV/Å.

Calculated values
frontier orbital gap = 9.2 eV
energy relative to the best compared isomer or geometry (same formula, charge and spin) = 70.68 kcal/mol
SMILES string = BrC1=C[SiH2]1

---

| no. | strongest force on any atom (eV/A) | energy (hartree) |
| --- | --- | --- |
| 1 | 4.62 | -5252.3561 |
| 2 | 4.28 | -330.4432 |
| 3 | 3.78 | -444.9043 |
| 4 | 7.50 | -2941.3497 |